A structure of composition C6H12B3FN2O5S2 at a distorted geometry, computed with ωB97M-V/def2-TZVPD.

XYZ file:
```
31
Properties=species:S:1:pos:R:3:mulliken_charge:R:1
F 2.93 -0.91 1.43 -0.23
B 3.39 0.12 0.76 0.82
O 4.04 -0.07 -0.45 -0.54
B 3.65 0.89 -1.35 0.55
O 2.56 1.71 -1.11 -0.57
B 2.29 1.95 0.23 0.39
C 1.04 2.77 0.71 -0.83
C 0.49 3.76 -0.33 -0.64
S -0.49 3.01 -1.65 -0.18
C -1.72 2.13 -0.81 0.44
N -2.95 2.47 -0.81 -0.32
N -3.64 1.51 -0.11 -0.45
C -2.76 0.66 0.28 -0.15
O -1.54 0.97 -0.12 -0.16
O 3.18 1.42 1.16 -0.27
H 4.29 1.01 -2.34 -0.11
H 1.40 3.35 1.56 0.32
H 0.28 2.08 1.09 0.44
H 1.33 4.21 -0.83 0.38
H -0.03 4.56 0.18 0.50
H -3.02 -0.21 0.84 0.61
C -0.60 -3.17 -0.70 -0.89
S -2.12 -2.93 0.23 0.57
O -1.78 -2.12 1.43 -0.63
C -2.30 -4.63 0.76 -1.00
H -0.29 -2.21 -1.09 0.24
H 0.17 -3.57 -0.04 0.31
H -0.79 -3.86 -1.53 0.39
H -1.42 -4.93 1.32 0.31
H -2.43 -5.27 -0.11 0.38
H -3.18 -4.69 1.40 0.33
```

HOMO-LUMO gap ... 9.650 eV
Total energy ... -1692.6155 Ha
LUMO ... 0.4 eV